Entry 1:
Below is a 2-piece molecular cluster, C8H14N2OS overall at a distorted geometry, with properties calculated with ωB97M-V/def2-TZVPD.

Element x y z (Å)
1 C -3.49573 -0.43236 -1.09176
2 C -3.18926 0.81070 -0.89347
3 C -4.13998 -0.54490 0.95065
4 C 2.03605 -1.85574 -0.52698
5 C 1.80128 2.09490 -0.11379
6 C 0.62421 -1.42801 -0.16215
7 C 0.45327 -0.09104 0.53467
8 C 0.71213 1.07587 -0.48278
9 N -4.17257 -1.14095 -0.10442
10 N -2.10304 1.47440 1.57566
11 O 0.03713 1.16510 -1.46411
12 S -3.49303 1.18950 0.85409
13 H -3.42936 -0.83105 -2.09094
14 H -2.93892 1.71502 -1.45784
15 H -4.56486 -0.83920 1.89053
16 H 2.44292 -2.34660 0.33373
17 H 2.15480 -2.52223 -1.36382
18 H 2.67570 -1.03354 -0.83225
19 H 1.35253 2.33298 0.92973
20 H 1.70740 2.90140 -0.82750
21 H 2.85954 1.78351 -0.03302
22 H 0.16161 -1.32336 -1.18355
23 H 0.14232 -2.20974 0.46180
24 H -0.62830 -0.10227 0.74424
25 H 1.10795 0.10857 1.47064
26 H -2.11773 2.22738 2.28257

Force components x, y, z for each atom (eV/Å):
-0.66 -0.49 -3.10
0.46 2.99 2.18
0.46 2.59 3.77
0.46 0.28 0.50
-1.62 -0.29 1.41
0.12 -0.47 -1.62
0.69 0.96 0.12
1.08 -1.32 1.38
0.19 -2.50 -2.17
-0.02 -0.12 0.11
-0.47 0.36 -0.92
0.20 0.05 -0.09
-0.04 -0.56 0.01
0.40 -1.07 -0.19
-0.27 -0.32 0.28
0.82 -0.20 0.45
-0.60 -0.61 -0.28
0.08 0.47 0.34
1.30 0.39 -1.45
0.06 0.43 0.14
-0.78 -0.30 0.10
-0.53 -0.18 1.28
0.10 0.33 -0.71
0.62 0.74 0.51
-1.22 -0.73 -1.35
-0.82 -0.44 -0.71

Properties
highest occupied orbital energy	-0.32148	Ha
energy	-896.01436	hartree
Kohn-Sham gap	8.548	eV
multiplicity	1
energy above the lowest of the compared OMol25 structures with the same formula, charge and spin	414.9	kJ/mol


Entry 2:
Below is C8H14N2PPbS as an isolated structure at a distorted geometry, with properties calculated with ωB97M-V/def2-TZVPD.

Element x y z (Å)
1 C -2.67205 -0.85402 -3.11596
2 C -3.13814 0.44163 -3.50028
3 C -3.90821 0.97205 -2.41638
4 C -4.04034 -0.05133 -1.42759
5 C -3.24159 -1.16454 -1.83277
6 Pb 0.64325 1.26150 -0.33273
7 P 2.37495 -0.92288 -1.95667
8 H -1.98874 -1.48733 -3.67517
9 H -2.91400 0.95388 -4.43316
10 H -4.34988 1.97307 -2.37241
11 H -3.05804 -2.07138 -1.26062
12 H -4.62468 0.01828 -0.50977
13 H 3.75139 -0.55584 -2.22504
14 H 1.98882 -1.08257 -3.33427
15 H 2.63178 -2.31548 -1.69024
16 S -0.87489 0.47302 1.52063
17 C 0.62546 0.51718 2.37659
18 N 1.05009 -0.34107 3.29433
19 C 2.51462 -0.31661 3.48632
20 C 2.92186 0.94127 2.76086
21 N 1.71541 1.28625 1.93313
22 H 0.44480 -1.09574 3.62753
23 H 2.98876 -1.19289 3.02898
24 H 2.75376 -0.30297 4.55114
25 H 3.75758 0.83772 2.06839
26 H 3.08967 1.78121 3.43928
27 H 1.55839 2.29758 1.99589

Force components x, y, z for each atom (eV/Å):
-0.75 0.44 0.73
0.25 -0.16 1.07
-0.14 -0.85 -0.35
0.81 0.07 -0.49
-0.02 0.84 -0.72
-0.47 0.87 -1.32
0.77 -0.58 -0.58
-0.17 0.03 -0.03
0.06 -0.03 0.17
0.03 -0.42 -0.08
-0.11 0.13 -0.10
0.23 0.02 -0.16
-0.48 -0.40 -0.08
0.26 -0.03 0.52
0.04 0.47 -0.29
0.14 -0.21 0.64
-2.02 1.78 -0.89
1.10 -2.52 2.95
-0.94 -1.02 -0.03
-0.76 0.93 -0.87
1.04 0.51 -0.13
0.71 0.56 -0.36
0.05 -0.02 0.07
0.13 0.04 -0.07
0.19 -0.16 0.37
0.23 -0.20 0.03
-0.19 -0.06 0.00

Properties
highest occupied orbital energy (spin up / spin down)	-0.08000 / -0.07403	Ha
energy	-1354.96819	hartree
Kohn-Sham gap (spin up / spin down)	4.545 / 4.410	eV
multiplicity	1
total charge	-1
energy above the lowest of the compared OMol25 structures with the same formula, charge and spin	43.9	kJ/mol